Computed, not measured: a 2-piece molecular cluster, C3H8O2 overall, with ωB97M-V/def2-TZVPD.

Calculated values
largest force on an atom: 0.56 eV/Å
multiplicity: 1
ΔE to the lowest compared entry with this formula, charge and spin: 87.48 kJ/mol
SMILES: CCC=O.O
HOMO level: -9.8 eV

Positions of all 13 atoms, in Å:
H  0.201  6.950  1.001
H  0.950  -3.791  -1.387
O  -0.003  6.220  1.599
H  -0.536  -0.165  -1.283
C  -0.155  -1.008  -0.675
H  0.268  6.543  2.474
H  -1.601  -2.415  -0.549
H  -0.310  -4.387  -0.315
H  0.919  -3.249  0.266
C  -0.616  -2.387  -1.039
O  0.577  -0.760  0.246
C  0.278  -3.518  -0.578
H  -0.822  -2.456  -2.112